{"formula": "C10H30BBeF4O5S5", "method": "wB97M-V/def2-TZVPD", "e_homo_ev": -10.4, "gap_ev": 1.29, "total_charge": 1, "spin_multiplicity": 1, "species": ["Be", "B", "F", "F", "F", "F", "C", "S", "O", "C", "H", "H", "H", "H", "H", "H", "C", "S", "O", "C", "H", "H", "H", "H", "H", "H", "C", "S", "O", "C", "H", "H", "H", "H", "H", "H", "C", "S", "O", "C", "H", "H", "H", "H", "H", "H", "C", "S", "O", "C", "H", "H", "H", "H", "H", "H"], "positions_angstrom": [[-1.96389, 2.09635, -3.57721], [0.01926, 0.63399, -0.59668], [-0.24370, 1.90804, -0.25445], [0.93245, 0.69516, -1.62791], [0.64012, 0.05155, 0.52282], [-1.11326, -0.05448, -0.85722], [-5.49026, -1.08215, 0.49338], [-6.27548, 0.30071, -0.51879], [-5.22157, 0.78208, -1.49760], [-7.54427, -0.69385, -1.48637], [-4.41396, -1.14274, 0.33206], [-6.02367, -2.00773, 0.27686], [-5.72846, -0.92271, 1.54502], [-7.06650, -1.02549, -2.40824], [-8.49129, -0.15430, -1.49842], [-7.75510, -1.64320, -0.99403], [7.37678, -3.05369, 3.12021], [6.30081, -3.57927, 1.70336], [5.07743, -4.10165, 2.37849], [5.79566, -1.93732, 0.98598], [8.15925, -2.37696, 2.77686], [7.79284, -3.95659, 3.56717], [6.71258, -2.45485, 3.74337], [4.91970, -1.36910, 1.29890], [5.60321, -2.18863, -0.05705], [6.70899, -1.34258, 1.00021], [-0.54972, 1.88951, 6.55799], [0.66712, 0.55077, 7.00755], [-0.33377, -0.57780, 7.01970], [1.41255, 0.46709, 5.31168], [-1.17182, 2.16203, 7.41052], [-1.32415, 1.51105, 5.89082], [-0.03729, 2.75834, 6.14488], [2.10754, -0.35526, 5.14193], [1.90140, 1.43746, 5.22493], [0.71058, 0.42083, 4.47912], [-4.44315, -3.85675, -5.34819], [-2.79802, -3.00801, -5.31237], [-2.96747, -1.77440, -4.47899], [-2.24988, -4.29285, -4.14231], [-4.76441, -4.66964, -4.69696], [-4.32726, -4.20316, -6.37516], [-5.16265, -3.04883, -5.21519], [-1.79054, -5.15656, -4.62304], [-3.00743, -4.44809, -3.37414], [-1.38180, -3.95518, -3.57616], [2.59682, 7.02207, -2.25727], [2.21944, 5.31737, -1.61050], [1.13895, 4.74748, -2.48789], [3.87316, 4.46183, -1.89564], [3.45324, 7.57627, -1.87319], [1.75168, 7.70943, -2.22002], [2.98024, 6.98118, -3.27679], [4.65083, 4.96083, -1.31744], [4.15675, 4.55330, -2.94412], [3.98137, 3.43911, -1.53446]]}